Entry 1:
An isolated molecule of C18H17ClFNO5. Source: OMol25; level of theory: the ωB97M-V functional and the def2-TZVPD basis.

```
43
Properties=species:S:1:pos:R:3:forces:R:3:nbo_charge:R:1
C -1.494 5.759 1.990 -0.1521 0.0126 0.1021 -0.25
H -1.394 5.359 3.005 -0.0108 -0.0012 -0.0375 0.17
H -1.589 6.842 2.039 -0.0407 -0.0777 0.0284 0.20
H -2.390 5.338 1.522 0.0310 -0.0004 0.0237 0.17
O -0.344 5.515 1.221 0.2717 -0.1302 -0.1814 -0.48
C 0.020 4.220 0.996 0.1105 0.0931 -0.0769 0.23
C -0.655 3.107 1.464 0.0379 0.2923 -0.0281 -0.28
C -0.200 1.828 1.178 0.2297 -0.1290 -0.1525 -0.25
C 0.943 1.651 0.417 -0.1822 0.3658 0.0993 0.14
C 1.635 2.762 -0.063 0.1671 0.1793 -0.1161 -0.35
C 1.186 4.039 0.218 -0.2573 0.0907 0.1685 0.35
O 1.793 5.179 -0.206 -0.3296 -0.1128 0.2218 -0.49
C 2.958 5.062 -0.986 0.1998 -0.0322 -0.1327 -0.25
H 3.263 6.083 -1.210 0.0163 -0.0890 -0.0086 0.20
H 3.759 4.554 -0.441 -0.0345 0.0043 -0.0252 0.18
H 2.764 4.527 -1.921 0.0095 0.0052 0.0403 0.18
H 2.520 2.601 -0.653 0.0486 0.0420 -0.0298 0.26
N 1.361 0.337 0.159 -0.3729 -0.0933 0.3018 -0.61
C 2.405 -0.089 -0.581 -0.0841 -0.7137 -0.0066 0.65
O 3.223 0.605 -1.145 0.2255 0.1737 -0.1388 -0.60
C 2.494 -1.628 -0.641 0.3576 0.1954 0.3023 -0.17
H 2.494 -2.038 0.376 0.0062 -0.0053 -0.1554 0.21
H 3.411 -1.901 -1.164 -0.1712 0.1316 0.1029 0.22
O 1.434 -2.220 -1.393 0.0584 0.0563 -0.3873 -0.49
C 0.285 -2.474 -0.779 -0.2756 0.0162 0.0032 0.83
O 0.040 -2.172 0.364 -0.0267 -0.0395 -0.0077 -0.63
C -0.689 -3.163 -1.715 0.0179 -0.0010 0.1048 -0.53
C -1.527 -4.158 -0.967 -0.0671 0.0823 -0.0204 -0.11
C -2.913 -4.070 -0.922 0.1632 -0.2315 0.1009 0.42
C -3.698 -4.972 -0.227 -0.0051 0.1628 -0.1026 -0.28
C -3.081 -6.002 0.459 0.0688 0.0998 -0.0740 -0.18
C -1.702 -6.125 0.445 0.1403 -0.0249 0.0103 -0.24
C -0.943 -5.207 -0.261 -0.5104 -0.0103 0.0104 0.00
Cl 0.776 -5.357 -0.272 0.2536 -0.1783 0.0124 0.02
H -1.214 -6.923 0.980 0.0668 -0.0603 0.0395 0.23
H -3.676 -6.713 1.010 -0.0587 -0.0685 0.0497 0.22
H -4.769 -4.854 -0.229 -0.1079 0.0303 -0.0161 0.23
F -3.519 -3.069 -1.590 0.0480 -0.0319 0.0381 -0.32
H -0.122 -3.646 -2.514 -0.0702 0.0674 0.0221 0.25
H -1.329 -2.395 -2.155 0.1014 -0.0320 0.0003 0.27
H 0.773 -0.377 0.581 0.2700 0.0017 -0.1832 0.43
H -0.742 0.971 1.551 -0.0627 -0.1073 0.0444 0.21
H -1.547 3.217 2.059 -0.0804 0.0676 0.0535 0.22
```
Forces are in eV/Å.

## Properties
**Energy above the lowest of the compared OMol25 structures with the same formula, charge and spin**: 0.7 kJ/mol
**HOMO energy**: -0.27955 Ha
**Molar mass**: 381.8 g mol⁻¹
**Calculated total energy**: -1687.145685 Ha
**Spin multiplicity**: 1
**Structure (SMILES)**: COc1ccc(NC(=O)COC(=O)Cc2c(F)cccc2Cl)cc1OC
**Gap between HOMO and LUMO**: 8.265 eV


Entry 2:
A structure of composition AsB3F6H12Sn. Source: OMol25; level of theory: the ωB97M-V functional and the def2-TZVPD basis.

```
23
Properties=species:S:1:pos:R:3:forces:R:3:nbo_charge:R:1
Sn -0.356 0.433 1.503 -1.4608 -0.5639 -2.5604 1.62
B 0.008 1.307 -1.529 -0.2816 0.5239 2.0566 -0.64
H 0.560 0.581 -0.952 2.9986 -2.8910 2.3898 0.04
H -0.967 0.944 -1.814 -4.6083 -0.8503 -2.1512 0.14
H 0.014 2.242 -0.990 -0.9486 3.4257 2.5704 0.01
H 0.616 1.349 -2.419 2.0741 -0.9226 -3.8560 0.15
B -1.436 -1.537 -0.822 2.2026 1.0386 -0.2822 -0.74
H -2.112 -2.353 -0.619 -3.4548 -2.8006 0.9488 0.13
H -1.256 -1.451 -1.883 0.6893 0.0401 -4.1128 0.05
H -1.870 -0.621 -0.452 -2.5553 3.9836 2.1983 0.05
H -0.496 -1.804 -0.365 3.9736 -0.9497 2.0891 0.00
B -3.504 0.800 1.692 0.8764 -0.7003 0.0790 -0.89
H -4.530 1.114 1.806 -3.7831 1.2254 0.3575 0.06
H -3.030 1.440 0.964 2.3997 3.1440 -3.0488 0.00
H -3.058 0.848 2.673 2.2158 0.1832 4.2169 -0.02
H -3.404 -0.175 1.240 0.1847 -4.0024 -1.4099 0.01
As 3.551 -0.456 0.240 1.7220 -0.0165 0.6581 2.79
F 2.895 -0.760 -1.372 0.4051 0.7634 1.3841 -0.60
F 4.657 0.895 -0.308 -1.2380 -2.1056 0.3108 -0.61
F 4.264 -0.248 1.908 -0.9374 -0.1222 -1.7894 -0.63
F 2.397 -1.619 0.949 0.1929 1.0951 -0.3673 -0.63
F 4.672 -1.822 -0.038 -0.7009 1.5996 0.2020 -0.61
F 2.383 0.896 0.587 0.0341 -1.0975 0.1165 -0.66
```
Forces are in eV/Å.

## Properties
**HOMO energy (spin up / spin down)**: -0.27217 / -0.27090 Ha
**Molar mass**: 352.2 g mol⁻¹
**Calculated total energy**: -3130.723479 Ha
**Spin multiplicity**: 2
**Gap between HOMO and LUMO (spin up / spin down)**: 7.345 / 5.159 eV
**Charge**: -1
**⟨S²⟩**: 0.76


Entry 3:
A cluster of 9 separate species, ClH16O8 in total. Source: OMol25; level of theory: the ωB97M-V functional and the def2-TZVPD basis.

```
25
Properties=species:S:1:pos:R:3:forces:R:3:nbo_charge:R:1
Cl -39.045 18.549 -31.580 0.3744 -0.0423 -0.2975 -0.06
O -40.106 15.693 -32.685 -0.2675 0.0151 -0.1262 -0.91
H -39.958 16.501 -32.194 -0.0332 -0.0082 0.2570 0.45
H -39.233 15.424 -32.974 0.2427 -0.1811 -0.1541 0.47
O -38.752 19.307 -34.993 0.2234 -0.3188 0.0442 -0.90
H -38.589 19.626 -34.105 0.0984 0.3810 0.1304 0.46
H -39.681 19.077 -34.998 -0.3713 0.0118 -0.1119 0.47
O -40.865 18.905 -29.068 0.1786 -0.0825 0.4259 -0.91
H -41.784 18.906 -29.336 -0.3625 0.0720 -0.1273 0.48
H -40.377 18.842 -29.889 -0.0839 0.0927 0.0226 0.43
O -36.617 17.310 -29.734 -0.0553 0.3278 0.1106 -0.92
H -35.902 16.968 -30.271 0.2977 -0.1601 -0.0983 0.47
H -37.381 17.288 -30.310 -0.2041 -0.3107 -0.0474 0.46
O -42.131 19.225 -32.178 -0.0043 0.2195 0.0990 -0.93
H -41.323 18.772 -31.940 -0.0187 -0.1244 0.0031 0.45
H -42.586 18.616 -32.760 -0.2464 -0.1765 -0.1756 0.48
O -39.674 21.753 -32.138 -0.1482 0.0701 -0.0872 -0.91
H -39.635 20.841 -31.851 -0.1340 0.0039 0.1361 0.45
H -38.820 21.915 -32.539 0.2814 0.1875 -0.1090 0.47
O -35.949 19.371 -32.790 -0.0605 0.1764 -0.2163 -0.93
H -35.354 19.292 -32.045 0.2628 0.0087 0.2385 0.47
H -36.760 18.956 -32.494 -0.0878 -0.1690 0.0346 0.45
O -36.766 20.528 -29.502 -0.0825 0.0877 0.1353 -0.91
H -37.052 19.765 -30.004 0.1305 -0.3662 0.0821 0.46
H -36.413 21.129 -30.159 0.0705 0.2855 -0.1686 0.47
```
Forces are in eV/Å.

## Properties
**Energy above the lowest of the compared OMol25 structures with the same formula, charge and spin**: 13.5 kJ/mol
**HOMO energy (spin up / spin down)**: -0.43517 / -0.43144 Ha
**Molar mass**: 179.6 g mol⁻¹
**Calculated total energy**: -1071.585197 Ha
**Spin multiplicity**: 2
**Gap between HOMO and LUMO (spin up / spin down)**: 11.500 / 4.877 eV
**⟨S²⟩**: 0.75


Entry 4:
A structure of composition C5H5CuO. Source: OMol25; level of theory: the ωB97M-V functional and the def2-TZVPD basis.

```
12
Properties=species:S:1:pos:R:3:forces:R:3:nbo_charge:R:1
C 1.098 -0.565 -0.404 -1.5017 -2.7817 -1.4587 -0.44
C -0.186 -0.856 -0.938 3.0719 -1.9345 0.0103 -0.37
H 2.039 -0.023 -0.495 -0.9939 1.6116 -0.9983 0.29
H 1.576 -1.400 0.117 -1.0227 -0.3937 0.6543 0.24
H -0.524 -1.886 -0.791 0.3577 -0.2999 1.5739 0.23
H -0.945 -0.684 -1.699 0.7598 1.8806 -0.3708 0.28
C 0.024 1.225 -0.839 -2.8486 5.0558 4.3610 0.06
C -0.669 1.731 0.289 1.3127 -0.9663 -3.5933 -0.31
H 0.760 1.910 -1.280 0.3686 -0.9945 -0.4018 0.24
C -1.104 1.342 1.397 1.1125 -4.3207 1.2577 0.63
O -1.230 0.404 2.238 -1.6955 7.7048 -1.4814 -0.79
Cu -0.838 -1.199 2.406 1.0792 -4.5613 0.4472 0.96
```
Forces are in eV/Å.

## Properties
**Energy above the lowest of the compared OMol25 structures with the same formula, charge and spin**: 425.2 kJ/mol
**HOMO energy (spin up / spin down)**: -0.46599 / -0.50588 Ha
**Molar mass**: 144.6 g mol⁻¹
**Calculated total energy**: -1908.584737 Ha
**Spin multiplicity**: 2
**Gap between HOMO and LUMO (spin up / spin down)**: 6.933 / 8.033 eV
**Charge**: +1
**⟨S²⟩**: 0.78


Q: Look up the spin multiplicity of the first one.
A: 1


Q: Among the records above, which one has the highest calculated total energy?
A: ClH16O8